ORCA calculation (ωB97M-V with the def2-TZVPD basis set) on a structure of composition C39H39N8O6OsS2 at a distorted geometry.

```
95
Properties=species:S:1:pos:R:3:mulliken_charge:R:1
Os 0.215 0.878 -1.266 4.8658
N 2.089 2.207 -4.136 -0.1732
C 0.986 1.562 -4.485 0.2507
N 0.542 1.746 -5.723 -0.8040
C -0.374 0.887 -6.147 0.3168
N -0.853 1.026 -7.383 -0.3459
N -0.840 -0.152 -5.415 -0.7383
C -0.411 -0.168 -4.178 -0.7796
N 0.443 0.670 -3.595 -0.0376
C -0.921 -1.222 -3.304 1.4255
C -1.592 -2.305 -3.848 -0.7416
C -2.051 -3.304 -3.016 -0.9555
C -1.831 -3.154 -1.660 -1.2703
C -1.161 -2.036 -1.204 0.5146
N -0.682 -1.066 -1.996 0.2558
H 2.425 2.943 -4.733 0.2509
H 2.494 2.059 -3.230 0.2216
H -0.525 1.781 -7.959 0.2530
H -1.539 0.379 -7.727 0.2415
H -1.731 -2.327 -4.917 0.5847
H -2.572 -4.165 -3.413 0.4824
H -2.176 -3.884 -0.942 0.6503
H -1.039 -1.907 -0.152 -0.2287
C 1.204 -4.604 0.210 -1.9317
C 1.958 -3.308 0.229 0.5316
C 2.409 -2.864 1.601 -0.2375
C 2.384 -1.388 2.105 -0.5837
C 3.471 -0.675 0.019 -0.1302
C 2.951 -1.385 -0.986 -1.2735
C 2.354 -2.714 -0.909 -0.8311
S 3.368 1.088 -0.073 0.8788
O 2.874 1.473 1.234 -0.6930
O 4.620 1.653 -0.493 -0.7929
N 2.236 1.445 -1.192 0.0648
C 2.380 2.932 -1.341 -1.5960
C 1.085 3.568 -1.777 0.7102
O 0.958 4.746 -1.957 -0.6405
O 0.083 2.706 -1.954 -1.1121
H 0.312 -4.539 0.842 0.3309
H 1.820 -5.407 0.625 0.3872
H 0.909 -4.887 -0.799 0.4213
H 2.045 -3.568 2.349 0.7819
H 2.536 -1.405 3.183 0.5233
H 2.798 -0.864 -1.925 0.6722
H 2.072 -3.170 -1.852 0.5488
H 3.175 3.201 -2.038 0.6250
H 2.651 3.414 -0.397 0.6977
C -6.257 4.570 2.220 -1.4896
C -5.081 3.855 1.617 0.5747
C -4.727 2.580 2.041 -1.1393
C -3.659 1.902 1.477 0.5228
C -3.287 0.529 1.959 -0.9049
C -2.931 2.521 0.457 -0.4265
C -3.255 3.806 0.011 1.1759
C -2.497 4.499 -1.085 -1.3972
C -4.334 4.446 0.608 -1.0725
C -1.789 1.778 -0.133 1.6611
O -1.879 1.032 -1.151 -0.9497
O -0.596 1.809 0.352 -1.0526
H -6.475 4.201 3.221 0.3856
H -7.149 4.420 1.609 0.2990
H -6.078 5.643 2.279 0.3930
H -5.294 2.103 2.833 0.3821
H -4.002 0.166 2.695 0.3892
H -2.300 0.533 2.424 0.2192
H -3.265 -0.182 1.130 0.1689
H -1.433 4.287 -1.057 0.0313
H -2.626 5.577 -1.011 0.4287
H -2.860 4.184 -2.066 0.3472
H -4.590 5.445 0.275 0.4182
N 0.502 -0.498 0.344 0.3981
S 0.943 -0.284 1.877 0.2208
C 3.761 -1.135 1.431 1.9620
C 3.963 -2.675 1.552 0.2257
C 4.613 -3.100 2.831 -1.3111
C 5.242 -2.247 3.633 -0.8533
C 5.410 -0.846 3.242 -0.4465
C 4.777 -0.322 2.195 -1.4831
C -0.122 -1.278 2.938 1.2999
C -1.245 -1.957 2.503 0.5378
C -1.971 -2.732 3.398 -0.9309
C -1.578 -2.819 4.723 -0.7438
C -0.481 -2.092 5.168 -0.8817
C 0.242 -1.312 4.282 -0.6183
H 0.647 -1.465 0.088 -0.7332
H 4.428 -3.163 0.693 0.5543
H 4.571 -4.159 3.064 0.4737
H 5.708 -2.595 4.546 0.4551
H 6.115 -0.241 3.797 0.4884
H 4.994 0.691 1.897 0.2987
H -1.594 -1.839 1.492 -0.4441
H -2.858 -3.252 3.059 0.5088
H -2.135 -3.436 5.415 0.4235
H -0.191 -2.126 6.209 0.4421
H 1.074 -0.719 4.646 0.6026
```

Output
Charge: +1
Orbital gap (eV): 7.4
Highest occupied orbital energy (eV): -10.85

ORCA calculation (ωB97M-V with the def2-TZVPD basis set) on a structure of composition C39H40AsN9OS2Sc at a distorted geometry.

```
93
Properties=species:S:1:pos:R:3:mulliken_charge:R:1
Sc -0.466 0.710 -0.111 -0.1768
C 0.880 3.839 0.003 -1.1764
N -0.391 3.222 0.411 -0.0546
C -1.537 3.776 -0.289 -1.5601
C -1.810 2.966 -1.566 0.3568
N -1.350 1.772 -1.853 0.8150
C -1.858 1.423 -3.159 0.2769
C -1.546 0.369 -4.027 -0.5572
C -2.218 0.310 -5.243 -0.8018
C -3.213 1.259 -5.565 -0.5958
C -3.483 2.367 -4.735 -0.8584
C -2.704 2.510 -3.542 0.4106
N -2.623 3.464 -2.540 -0.0676
C 1.871 2.866 -0.644 0.0422
N 1.671 1.563 -0.816 0.9978
C 2.889 1.021 -1.318 0.3215
C 3.214 -0.248 -1.836 -0.5249
C 4.517 -0.459 -2.298 -0.7723
C 5.460 0.593 -2.297 -0.4862
C 5.090 1.890 -1.929 -0.9955
C 3.796 2.097 -1.463 0.4020
N 3.108 3.264 -0.984 -0.0835
H 0.722 4.635 -0.717 0.4601
H 1.394 4.331 0.854 0.5336
H -0.490 3.357 1.427 0.3320
H -2.475 3.660 0.280 0.3452
H -1.406 4.808 -0.604 0.5850
H -0.828 -0.445 -3.763 0.3904
H -2.113 -0.477 -5.926 0.5727
H -3.778 1.152 -6.475 0.4556
H -4.298 3.082 -4.887 0.4006
H -3.251 4.296 -2.450 0.3349
H 2.511 -1.105 -1.838 0.2267
H 4.874 -1.379 -2.697 0.5020
H 6.525 0.329 -2.515 0.3812
H 5.885 2.575 -1.802 0.4415
H 3.336 4.236 -1.141 0.3168
S -1.369 -5.419 -3.668 -0.1614
C -2.682 -5.393 -4.741 -0.2137
C -3.489 -4.303 -4.607 -0.7866
C -3.000 -3.368 -3.679 -0.3173
C -1.809 -3.824 -3.113 0.2664
C -1.031 -3.244 -2.026 1.2328
C -1.331 -1.982 -1.542 -1.1936
N -0.537 -1.360 -0.639 1.0289
C 0.508 -2.053 -0.043 -1.0980
C 0.770 -3.396 -0.412 1.0282
C 1.590 -4.205 0.423 -1.1130
C 2.239 -3.715 1.516 -1.1495
C 2.106 -2.313 1.840 0.1604
C 2.913 -1.684 2.776 -0.1059
C 2.708 -0.318 3.082 0.2817
C 1.616 0.334 2.455 -1.6890
N 0.918 -0.230 1.470 0.5296
C 1.195 -1.513 1.047 1.4018
C 3.553 0.464 3.974 0.1109
C 3.742 1.845 3.826 -0.4215
C 4.438 2.437 4.918 -0.6614
C 4.842 1.550 5.835 -0.3595
S 4.461 -0.065 5.406 -0.0178
C 0.037 -3.992 -1.454 -1.1189
H -2.799 -6.280 -5.345 0.4790
H -4.435 -4.209 -5.205 0.3570
H -3.386 -2.372 -3.404 0.3733
H -2.184 -1.354 -1.849 0.4193
H 1.699 -5.311 0.233 0.4266
H 2.849 -4.409 2.193 0.4208
H 3.717 -2.199 3.293 0.5469
H 1.398 1.328 2.766 0.9310
H 3.363 2.428 2.980 0.4763
H 4.608 3.517 5.004 0.3865
H 5.385 1.776 6.774 0.4388
H 0.204 -5.031 -1.761 0.4592
C -3.225 -1.405 2.676 -0.7433
As -3.482 0.312 1.957 0.4994
C -4.904 0.364 0.635 -1.0932
C -3.580 1.744 3.280 -1.0397
O -2.135 0.841 1.034 -0.5079
H -3.348 -2.158 1.890 0.3605
H -3.978 -1.589 3.447 0.4906
H -2.227 -1.515 3.133 0.1492
H -5.864 0.390 1.140 0.4626
H -4.740 -0.509 0.016 0.3420
H -4.789 1.240 0.055 0.3206
H -2.639 1.552 3.849 0.3272
H -4.451 1.719 3.941 0.4574
H -3.660 2.737 2.797 0.3114
N 0.166 -1.936 4.621 -0.2414
N 0.940 -1.115 5.548 -0.5909
H -0.174 -2.713 5.223 0.3216
H 0.761 -2.424 3.962 0.0364
H 0.681 -0.153 5.273 0.3218
H 1.935 -1.153 5.256 0.2774
```

Output
Charge: +3
Orbital gap (eV): 6.2
Highest occupied orbital energy (eV): -14.63

One value per record, in order, for relative energy (zero: lowest compared OMol25 entry of this formula, charge and spin): 95.11; 19.94 kcal per mole.